No. 1
C22H38N9O3RbS | wB97M-V/def2-TZVPD

Each line ends with the Löwdin charge.
Positions of all 74 atoms, in Å:
Rb 0.418 -0.575 -0.688  0.696
C -4.688 3.022 -2.815  -0.075
C -3.450 3.008 -1.857  -0.301
N -2.275 2.407 -2.484  -0.045
C -2.095 1.067 -2.399  -0.868
S -2.712 0.147 -1.026  0.452
N -1.413 0.635 -3.468  -0.041
N -1.008 -0.680 -3.261  -0.056
C -0.277 -1.080 -4.260  -0.319
C 0.039 -0.222 -5.466  -0.059
C 0.261 -2.468 -4.123  -0.207
C 0.169 -3.406 -5.206  0.002
C 0.418 -4.730 -4.893  -0.076
C 0.723 -5.125 -3.590  -0.070
C 0.890 -4.113 -2.686  -0.169
N 0.662 -2.822 -2.880  0.069
H -5.488 3.439 -2.248  0.054
H -4.413 3.543 -3.736  0.069
H -4.908 1.985 -3.091  0.071
H -3.235 4.066 -1.623  0.099
H -3.701 2.580 -0.887  0.060
H -1.963 2.758 -3.374  0.123
H -0.934 0.036 -5.981  0.093
H 0.588 0.728 -5.199  0.090
H 0.578 -0.765 -6.211  0.043
H -0.100 -3.089 -6.184  0.099
H 0.603 -5.417 -5.688  0.097
H 0.964 -6.162 -3.382  0.104
H 1.275 -4.408 -1.713  0.106
N -1.465 -2.183 1.388  -0.024
C -1.788 -1.941 2.806  -0.281
C -2.229 -0.512 2.968  -0.112
C -1.226 0.473 2.473  -0.605
O -0.097 0.160 2.066  -0.079
O -1.700 1.650 2.493  0.091
H -2.293 -1.963 0.815  0.034
H -1.274 -3.193 1.248  0.083
H -0.912 -2.175 3.419  0.090
H -2.598 -2.571 3.268  0.121
H -2.478 -0.351 4.027  0.134
H -3.156 -0.352 2.402  0.131
N 0.030 3.383 1.661  -0.073
C 1.465 3.080 1.659  -0.185
C 2.267 4.011 0.710  -0.183
N 1.760 3.953 -0.693  -0.044
C 0.294 4.226 -0.666  -0.200
C -0.529 3.390 0.281  -0.182
H -0.109 4.340 2.060  0.154
H -0.974 2.406 2.281  0.090
H 1.613 2.042 1.332  0.102
H 1.929 3.162 2.673  0.126
H 3.348 3.818 0.710  0.113
H 2.110 5.080 0.939  0.113
H 1.898 3.102 -1.118  0.059
H -0.055 4.144 -1.713  0.118
H 0.154 5.282 -0.474  0.108
H -0.590 2.378 -0.084  0.083
H -1.554 3.709 0.338  0.116
N 2.964 -1.189 0.864  0.122
C 3.254 -1.413 1.954  -0.314
N 3.595 -1.652 3.200  -0.091
C 3.083 -0.800 4.294  -0.091
C 1.745 -1.363 4.858  -0.157
O 1.859 -2.770 5.128  -0.133
C 2.184 -3.462 3.945  -0.195
C 3.605 -3.097 3.552  -0.093
H 2.952 0.259 3.981  0.138
H 3.828 -0.874 5.094  0.124
H 0.936 -1.177 4.135  0.098
H 1.546 -0.870 5.828  0.135
H 1.463 -3.179 3.076  0.151
H 1.989 -4.523 4.131  0.128
H 3.987 -3.648 2.712  0.129
H 4.239 -3.150 4.391  0.113

Values from the calculation:
energy above the lowest of the compared OMol25 structures with the same formula, charge and spin = 100.7 kJ/mol
net charge = 0
Kohn-Sham gap = 6.91 eV

***

No. 2
C22H38O25S5 | wB97M-V/def2-TZVPD

Each line ends with the Löwdin charge.
Positions of all 90 atoms, in Å:
C 4.867 -0.383 6.570  -0.116
O 5.955 -0.015 5.686  -0.235
C 5.522 0.086 4.302  -0.219
C 4.716 1.478 3.999  -0.142
C 3.112 1.198 3.817  -0.183
C 2.294 2.147 4.823  -0.225
C 0.787 2.471 4.377  -0.206
C -0.189 1.195 4.265  -0.185
C 0.171 -0.022 5.248  -0.112
C 0.677 -1.357 4.479  -0.014
C 1.281 -2.543 5.007  -0.093
O 1.650 -2.801 6.361  0.045
C 1.402 -3.658 3.834  -0.236
O 2.031 -4.748 3.856  0.115
O 0.636 -3.143 2.714  0.067
C 0.674 -1.713 2.931  -0.288
O 0.749 -1.012 1.895  0.077
H 4.796 0.460 7.366  0.104
H 5.131 -1.339 7.169  0.102
H 3.870 -0.539 6.017  0.071
H 6.492 0.071 3.668  0.128
H 4.906 -0.830 3.977  0.120
H 4.875 2.119 4.946  0.115
H 5.177 2.007 3.097  0.109
H 2.779 1.254 2.724  0.121
H 2.971 0.103 4.168  0.073
H 2.296 1.797 5.920  0.102
H 2.854 3.165 4.833  0.117
H 0.272 3.284 5.025  0.115
H 0.851 2.944 3.319  0.118
H -0.269 0.911 3.156  0.106
H -1.247 1.568 4.562  0.117
H 0.828 0.253 6.146  0.109
H -0.846 -0.360 5.722  0.136
H 1.732 -1.918 6.806  0.115
O -0.391 3.394 -1.627  -0.242
S -1.397 2.372 -1.698  0.647
O -2.784 2.660 -1.911  -0.228
O -1.260 1.435 -0.382  -0.187
C -1.022 0.082 -0.781  -0.155
C -0.306 0.176 -2.118  -0.159
O -0.927 1.271 -2.794  -0.183
H -1.988 -0.416 -0.886  0.112
H -0.426 -0.438 -0.029  0.111
H -0.394 -0.739 -2.703  0.122
H 0.753 0.419 -1.983  0.136
O -5.477 -0.991 0.219  -0.228
S -4.851 -1.886 -0.712  0.666
O -4.815 -1.646 -2.122  -0.252
O -5.438 -3.377 -0.453  -0.179
C -4.366 -4.266 -0.132  -0.164
C -3.303 -3.396 0.522  -0.162
O -3.332 -2.167 -0.204  -0.218
H -3.998 -4.705 -1.063  0.107
H -4.714 -5.060 0.530  0.137
H -2.311 -3.846 0.477  0.139
H -3.557 -3.178 1.564  0.132
O -3.141 -5.013 -3.376  -0.233
S -3.064 -3.691 -3.934  0.688
O -3.388 -2.512 -3.183  -0.256
O -3.912 -3.677 -5.317  -0.178
C -3.059 -3.295 -6.398  -0.157
C -1.666 -3.750 -5.991  -0.183
O -1.589 -3.500 -4.588  -0.195
H -3.104 -2.207 -6.501  0.137
H -3.390 -3.760 -7.327  0.137
H -0.882 -3.211 -6.523  0.087
H -1.540 -4.826 -6.150  0.137
O -0.003 -1.341 -6.771  -0.229
S 1.170 -1.610 -5.991  0.652
O 1.145 -1.733 -4.565  -0.211
O 2.306 -0.526 -6.397  -0.181
C 3.467 -1.207 -6.878  -0.166
C 2.952 -2.507 -7.476  -0.167
O 1.899 -2.924 -6.606  -0.190
H 4.126 -1.398 -6.027  0.135
H 3.991 -0.594 -7.612  0.139
H 3.726 -3.272 -7.538  0.139
H 2.524 -2.342 -8.470  0.135
O -1.256 9.440 -1.901  -0.232
S -1.848 8.789 -0.770  0.649
O -1.961 9.413 0.514  -0.232
O -1.128 7.346 -0.584  -0.189
C -2.109 6.310 -0.659  -0.167
C -3.210 6.860 -1.553  -0.169
O -3.313 8.241 -1.205  -0.195
H -2.481 6.119 0.352  0.136
H -1.669 5.396 -1.062  0.104
H -4.162 6.352 -1.401  0.138
H -2.929 6.797 -2.608  0.135

Values from the calculation:
structure (SMILES) = COCCCCCCCC1=C(O)C(=O)OC1=O.O=S1(=O)OCCO1.O=S1(=O)OCCO1.O=S1(=O)OCCO1.O=S1(=O)OCCO1.O=S1(=O)OCCO1
net charge = 0
Kohn-Sham gap = 8.78 eV

***

No. 3
C22H38O3P2PdS | wB97M-V/def2-TZVPD

Each line ends with the natural charge from an NBO analysis.
Positions of all 67 atoms, in Å:
P 4.531 -1.225 -2.172  1.620
P 1.589 -2.903 -3.252  1.565
C 4.481 -2.925 -3.011  -0.783
C 3.316 -3.100 -3.978  -0.728
H 4.466 -3.686 -2.217  0.221
H 5.431 -3.049 -3.549  0.229
H 3.398 -2.397 -4.829  0.233
H 3.321 -4.108 -4.416  0.228
C 1.343 -4.441 -2.355  -0.985
H 0.320 -4.445 -1.935  0.278
H 2.070 -4.565 -1.543  0.275
H 1.448 -5.262 -3.077  0.268
C 0.596 -3.005 -4.745  -0.987
H 0.858 -3.934 -5.272  0.253
H 0.769 -2.170 -5.434  0.261
H -0.464 -3.042 -4.475  0.271
C 5.515 -1.572 -0.669  -0.957
H 5.536 -0.676 -0.028  0.258
H 6.542 -1.831 -0.961  0.240
H 5.074 -2.421 -0.119  0.244
C 5.696 -0.500 -3.426  -0.976
H 5.300 -0.571 -4.449  0.228
H 6.619 -1.087 -3.419  0.233
H 5.936 0.545 -3.201  0.248
Pd 0.177 -2.425 -0.690  0.385
C 1.815 -1.139 -2.654  -0.553
C 2.882 -1.407 -1.563  -0.620
C 2.591 -0.705 -0.205  -0.429
C 3.038 0.739 -0.326  -0.418
C 3.879 0.821 -1.610  -0.590
C 3.336 1.486 -2.721  -0.091
C 2.936 0.836 -3.963  -0.475
C 1.728 -0.069 -3.711  -0.410
C -0.674 -0.642 -0.391  -0.919
H 0.834 -1.072 -2.090  0.298
H 2.779 -2.481 -1.267  0.217
H 3.115 -1.211 0.610  0.215
H 1.524 -0.788 0.063  0.262
H 2.151 1.388 -0.391  0.214
H 3.636 1.043 0.552  0.214
H 4.921 1.122 -1.383  0.209
H 3.156 2.564 -2.666  0.172
H 3.741 0.282 -4.450  0.196
H 2.628 1.599 -4.692  0.223
H 0.919 0.613 -3.414  0.232
H 1.398 -0.489 -4.670  0.204
H -1.707 -0.844 -0.691  0.204
H -0.258 0.177 -0.992  0.156
H -0.645 -0.412 0.683  0.230
C -6.374 0.655 3.907  -0.618
C -5.058 0.039 3.531  -0.078
C -3.909 0.296 4.289  -0.203
C -2.688 -0.263 3.962  -0.296
C -2.566 -1.122 2.828  0.403
C -3.740 -1.408 2.081  -0.324
C -4.947 -0.816 2.431  -0.191
S -0.990 -3.336 1.764  1.722
O -1.370 -1.552 2.451  -0.769
O 0.464 -3.082 1.590  -0.991
O -1.685 -3.293 0.445  -0.985
H -6.831 0.132 4.757  0.209
H -6.245 1.702 4.202  0.209
H -7.075 0.610 3.070  0.208
H -3.986 0.959 5.154  0.200
H -1.788 -0.047 4.541  0.212
H -3.673 -2.048 1.212  0.228
H -5.836 -1.024 1.834  0.197

Values from the calculation:
2S+1 = 3
energy above the lowest of the compared OMol25 structures with the same formula, charge and spin = 317.8 kJ/mol
net charge = 0
expectation value of S² = 2.01
Kohn-Sham gap (alpha / beta) = 5.83 / 6.47 eV

***

No. 4
C22H38P2Pd | wB97M-V/def2-TZVPD

Each line ends with the natural charge from an NBO analysis.
Positions of all 63 atoms, in Å:
P 2.256 2.386 -0.602  1.675
P -1.784 2.602 -0.765  1.692
C 0.999 3.478 -1.339  -0.767
C -0.388 3.755 -0.704  -0.774
H 0.844 3.173 -2.382  0.261
H 1.520 4.467 -1.404  0.253
H -0.210 4.049 0.331  0.256
H -0.768 4.661 -1.213  0.257
C -2.304 2.545 -2.502  -0.971
H -3.030 1.733 -2.655  0.294
H -1.448 2.396 -3.177  0.251
H -2.796 3.497 -2.733  0.213
C -3.111 3.488 0.146  -0.961
H -3.436 4.304 -0.488  0.233
H -2.700 3.834 1.089  0.247
H -3.956 2.784 0.287  0.259
C 3.691 2.565 -1.723  -0.966
H 4.467 1.825 -1.432  0.260
H 4.093 3.567 -1.595  0.233
H 3.358 2.404 -2.748  0.253
C 2.743 3.190 0.935  -0.992
H 1.874 3.560 1.514  0.254
H 3.396 4.044 0.699  0.231
H 3.317 2.500 1.585  0.293
Pd 0.064 -2.362 0.944  0.494
C -1.888 0.985 -0.102  -0.599
C -1.319 0.229 -1.230  -0.672
C -0.025 0.487 -1.811  -0.416
C 1.411 -0.120 -1.538  -0.407
C 2.114 0.635 -0.396  -0.579
C 1.437 0.569 0.913  -0.631
C 0.238 1.307 1.252  -0.424
C -1.240 0.824 1.288  -0.411
C 1.793 -2.988 1.258  -0.933
H -2.944 0.724 -0.007  0.255
H -1.678 -0.869 -1.317  0.196
H 0.117 1.567 -1.663  0.126
H -0.202 0.400 -2.904  0.180
H 1.438 -1.194 -1.318  0.240
H 1.999 0.031 -2.492  0.161
H 3.140 0.268 -0.296  0.254
H 1.850 -0.165 1.652  0.221
H 0.274 2.209 0.596  0.129
H 0.440 1.720 2.251  0.189
H -1.353 -0.194 1.691  0.230
H -1.749 1.465 2.028  0.166
H 1.558 -3.226 2.308  0.188
H 2.590 -2.256 1.118  0.193
H 1.774 -3.856 0.588  0.194
C -1.775 -2.971 0.765  -0.626
C -1.386 -4.385 1.099  -0.057
C -1.233 -4.766 2.445  -0.225
C -0.875 -6.070 2.739  -0.207
C -0.642 -7.014 1.702  -0.242
C -0.732 -6.607 0.370  -0.212
C -1.083 -5.294 0.073  -0.219
H -2.132 -2.787 -0.256  0.210
H -2.293 -2.426 1.565  0.199
H -1.402 -4.013 3.206  0.213
H -0.816 -6.394 3.803  0.208
H -0.393 -8.028 1.957  0.208
H -0.564 -7.320 -0.425  0.209
H -1.141 -4.921 -0.982  0.213

Values from the calculation:
2S+1 = 3
energy above the lowest of the compared OMol25 structures with the same formula, charge and spin = 199.6 kJ/mol
net charge = 0
expectation value of S² = 2.02
Kohn-Sham gap (alpha / beta) = 4.58 / 4.37 eV

***

No. 5
C22H39BN2O3P2Sc | wB97M-V/def2-TZVPD

Each line ends with the natural charge from an NBO analysis.
Positions of all 70 atoms, in Å:
Sc 0.338 -1.373 -0.776  1.389
H 0.886 -3.551 -2.030  -0.142
H 2.820 -2.196 -1.685  0.396
P 0.716 -0.361 -3.083  0.736
P 1.158 -3.502 1.104  1.340
C -0.519 -3.577 1.719  -0.988
H -0.515 -4.110 2.682  0.310
H -0.965 -2.583 1.868  0.308
H -1.139 -4.145 1.011  0.290
C 1.848 -5.157 0.960  -0.980
H 2.936 -5.167 1.117  0.289
H 1.403 -5.837 1.701  0.303
H 1.634 -5.553 -0.043  0.304
C 2.177 -2.395 2.079  -0.980
H 1.733 -1.389 2.154  0.299
H 2.261 -2.803 3.103  0.307
H 3.186 -2.300 1.653  0.283
C 0.174 -1.390 -4.497  -0.929
H 0.137 -0.800 -5.423  0.265
H 0.841 -2.246 -4.643  0.262
H -0.828 -1.788 -4.287  0.253
C -0.527 0.978 -3.098  -0.923
H -0.259 1.768 -2.381  0.263
H -0.597 1.411 -4.106  0.267
H -1.515 0.584 -2.814  0.262
C 2.201 0.463 -3.744  -0.932
H 2.850 -0.249 -4.274  0.249
H 1.916 1.266 -4.439  0.277
H 2.784 0.914 -2.931  0.249
C 2.268 -0.510 -0.457  0.242
O 3.270 0.047 -0.205  -0.396
H 3.591 -2.627 -3.101  0.447
H 3.841 -3.517 -1.727  0.436
H 2.152 -5.109 -2.337  -0.005
H 1.701 -3.863 -3.850  0.000
B 1.902 -3.977 -2.667  -0.152
N 3.131 -3.017 -2.269  -0.868
H 1.123 -3.142 -0.310  -0.071
C -4.840 2.418 2.848  -0.642
C -4.131 2.644 1.544  0.006
C -4.788 2.347 0.348  -0.215
C -4.143 2.505 -0.881  -0.203
C -2.800 2.867 -0.909  -0.254
C -2.109 3.042 0.301  0.119
N -0.722 3.165 0.212  -0.611
C 0.256 2.761 1.123  0.194
C 1.430 3.520 1.218  -0.240
C 2.365 3.219 2.205  -0.179
C 2.139 2.191 3.124  -0.248
C 1.005 1.380 2.989  -0.196
C 0.123 1.617 1.932  -0.204
C -0.864 0.555 1.528  0.796
O -1.837 0.285 2.219  -0.550
O -0.573 -0.071 0.389  -0.905
C -2.800 3.085 1.530  0.034
C -2.147 3.548 2.791  -0.666
H -4.302 1.672 3.448  0.226
H -4.938 3.328 3.454  0.229
H -5.848 2.038 2.659  0.224
H -5.817 1.977 0.399  0.220
H -4.676 2.325 -1.811  0.220
H -2.253 2.978 -1.847  0.193
H -0.362 3.679 -0.586  0.394
H 1.585 4.331 0.505  0.225
H 3.281 3.806 2.262  0.234
H 2.843 1.999 3.940  0.232
H 0.784 0.569 3.687  0.220
H -1.823 2.691 3.402  0.229
H -1.291 4.207 2.604  0.222
H -2.855 4.124 3.399  0.237

Values from the calculation:
2S+1 = 2
energy above the lowest of the compared OMol25 structures with the same formula, charge and spin = 0.0 kJ/mol
net charge = +2
expectation value of S² = 0.75
Kohn-Sham gap (alpha / beta) = 4.02 / 4.13 eV

***

No. 6
C22H39BrN4SSi2V | wB97M-V/def2-TZVPD

Each line ends with the natural charge from an NBO analysis.
Positions of all 70 atoms, in Å:
V -1.748 0.344 -1.740  1.059
C -2.584 -6.017 -4.189  -1.129
Si -3.085 -4.635 -3.046  1.610
C -4.829 -4.055 -3.376  -1.118
C -2.800 -5.073 -1.252  -1.116
C -1.908 -3.159 -3.449  -0.436
C -0.917 -3.248 -4.431  -0.059
C -0.054 -2.192 -4.738  -0.231
C -0.175 -1.013 -4.047  0.077
N -1.126 -0.901 -3.103  -0.512
C -1.957 -1.924 -2.821  0.123
S -3.089 -1.400 -1.539  0.148
H -3.223 -6.882 -3.997  0.271
H -1.555 -6.346 -4.035  0.250
H -2.712 -5.762 -5.243  0.252
H -5.519 -4.883 -3.203  0.267
H -4.957 -3.735 -4.411  0.254
H -5.143 -3.237 -2.725  0.241
H -3.423 -5.930 -0.987  0.266
H -3.060 -4.264 -0.568  0.240
H -1.761 -5.356 -1.068  0.250
H -0.811 -4.172 -4.986  0.249
H 0.698 -2.295 -5.507  0.262
H 0.452 -0.149 -4.218  0.235
C -0.547 2.360 3.876  -0.613
C 0.497 1.267 3.622  -0.678
C 1.489 1.260 4.823  -0.627
C -0.230 -0.085 3.582  -0.613
Si 1.643 1.593 2.166  2.347
Br -0.286 0.583 0.019  -0.183
C 3.017 0.357 1.792  -0.696
C 4.218 0.947 2.589  -0.625
C 2.765 -1.067 2.299  -0.611
C 3.414 0.267 0.311  -0.612
C 1.804 3.358 1.514  -0.695
C 2.782 3.523 0.344  -0.610
C 0.475 4.010 1.104  -0.610
C 2.366 4.135 2.738  -0.622
H -1.093 2.100 4.786  0.234
H -1.275 2.426 3.066  0.216
H -0.112 3.345 4.036  0.220
H 0.898 1.152 5.736  0.250
H 2.055 2.189 4.922  0.229
H 2.188 0.424 4.792  0.225
H -0.737 -0.220 4.541  0.234
H 0.429 -0.936 3.442  0.226
H -0.996 -0.107 2.807  0.213
H 4.019 1.044 3.659  0.231
H 4.550 1.911 2.205  0.226
H 5.054 0.252 2.484  0.249
H 2.575 -1.120 3.370  0.221
H 3.662 -1.658 2.104  0.233
H 1.937 -1.547 1.774  0.216
H 3.656 1.226 -0.138  0.228
H 2.635 -0.212 -0.284  0.209
H 4.305 -0.361 0.242  0.232
H 2.438 3.003 -0.552  0.214
H 3.792 3.188 0.572  0.220
H 2.844 4.586 0.103  0.234
H 0.056 3.549 0.208  0.208
H 0.678 5.057 0.866  0.233
H -0.279 3.996 1.885  0.228
H 3.323 3.747 3.092  0.228
H 1.668 4.167 3.575  0.225
H 2.538 5.167 2.423  0.248
N -2.504 1.771 -2.454  -0.709
C -3.242 2.587 -2.993  0.796
N -4.007 3.337 -3.487  -0.417
C -4.411 4.392 -4.151  0.373
N -4.767 5.320 -4.729  -0.179

Values from the calculation:
2S+1 = 2
energy above the lowest of the compared OMol25 structures with the same formula, charge and spin = 26.9 kJ/mol
net charge = +2
expectation value of S² = 0.78
Kohn-Sham gap (alpha / beta) = 6.63 / 7.49 eV

***

How do the records compare in DFT total energy? In the order shown, they have -54473.764, -128783.486, -62457.515, -45476.475, -72509.349, -151714.487 eV.